No. 1
{
  "formula": "C34H34ClCsNP",
  "method": "ωB97M-V with the def2-TZVPD basis set",
  "species": ["Cs", "C", "C", "C", "C", "C", "C", "C", "P", "C", "C", "C", "C", "C", "C", "C", "C", "C", "C", "C", "C", "C", "C", "H", "H", "H", "H", "H", "H", "H", "H", "H", "H", "H", "H", "H", "H", "H", "H", "H", "H", "H", "H", "C", "C", "C", "C", "C", "C", "N", "H", "H", "H", "H", "H", "H", "H", "H", "Cl", "C", "C", "C", "C", "C", "C", "C", "H", "H", "H", "H", "H", "H"],
  "positions_angstrom": [[-0.4525, -0.6251, 0.0328], [-0.2461, 5.2978, -0.5905], [-1.4302, 5.3586, -1.5045], [-1.6134, 6.4575, -2.3361], [-2.7174, 6.5666, -3.1659], [-3.6745, 5.5645, -3.1623], [-3.5084, 4.4594, -2.3436], [-2.3895, 4.3271, -1.5181], [-2.0835, 2.8936, -0.4269], [-3.3347, 1.6684, -0.9953], [-3.2397, 1.3296, -2.3522], [-4.0518, 0.3733, -2.9286], [-4.9437, -0.3252, -2.1293], [-5.0038, -0.0502, -0.7793], [-4.2390, 0.9582, -0.1851], [-4.4384, 1.1976, 1.2844], [-2.5195, 3.5900, 1.1742], [-3.3512, 4.7045, 1.2822], [-3.6057, 5.3298, 2.4895], [-2.9640, 4.8198, 3.6364], [-2.1493, 3.7276, 3.5756], [-1.9142, 2.9976, 2.3531], [-1.2152, 1.8232, 2.3387], [0.4403, 6.1217, -0.7905], [0.2848, 4.3496, -0.7070], [-0.5636, 5.3400, 0.4542], [-0.8688, 7.2468, -2.3256], [-2.8302, 7.4353, -3.8042], [-4.5541, 5.6387, -3.7913], [-4.2611, 3.6824, -2.3334], [-2.5079, 1.8424, -2.9692], [-3.9563, 0.1497, -3.9851], [-5.5519, -1.1229, -2.5362], [-5.6385, -0.6586, -0.1470], [-5.1303, 0.4530, 1.6787], [-4.8366, 2.1953, 1.4748], [-3.5035, 1.1116, 1.8430], [-3.8038, 5.1016, 0.3795], [-4.2503, 6.1984, 2.5455], [-3.1077, 5.3044, 4.5991], [-1.6747, 3.3686, 4.4839], [-1.0732, 1.2941, 1.4032], [-0.8080, 1.4062, 3.2509], [-2.7942, -2.9088, -2.3404], [-3.2789, -3.0294, -0.9309], [-4.4878, -3.5380, -0.4754], [-4.4341, -3.4568, 0.9360], [-3.1904, -2.9138, 1.2374], [-2.5907, -2.6626, 2.5877], [-2.4908, -2.6460, 0.1055], [-3.6029, -2.6263, -3.0177], [-2.3601, -3.8382, -2.7298], [-2.0198, -2.1411, -2.4384], [-5.3048, -3.9089, -1.0833], [-5.1964, -3.7578, 1.6443], [-3.2872, -2.1506, 3.2586], [-1.6966, -2.0341, 2.5335], [-2.2777, -3.5880, 3.0848], [4.5955, -2.4759, 3.5101], [3.7987, -2.3274, 1.9527], [2.7191, -3.1439, 1.6309], [2.0990, -3.0346, 0.4083], [2.5322, -2.1049, -0.6040], [1.9202, -1.9963, -1.8289], [3.6188, -1.2544, -0.1897], [4.2299, -1.3713, 1.0347], [2.3536, -3.8693, 2.3491], [1.2586, -3.6883, 0.1944], [1.1499, -2.7004, -2.1215], [2.2678, -1.2755, -2.5599], [3.9804, -0.4985, -0.8801], [5.0508, -0.7107, 1.2900]],
  "lowdin_charge": [1.022, -0.072, -0.284, -0.070, -0.115, -0.106, -0.096, -0.330, 1.088, -0.342, -0.148, -0.107, -0.104, -0.048, -0.239, -0.040, -0.381, -0.147, -0.159, -0.151, -0.087, -0.392, -0.122, 0.069, 0.069, 0.081, 0.098, 0.087, 0.091, 0.099, 0.101, 0.097, 0.099, 0.106, 0.075, 0.082, 0.058, 0.094, 0.065, 0.081, 0.091, -0.179, 0.033, -0.074, -0.456, -0.137, -0.128, -0.447, -0.074, -0.091, 0.049, 0.061, 0.047, 0.070, 0.066, 0.063, 0.032, 0.059, 0.532, -0.725, -0.161, -0.134, -0.477, -0.174, -0.094, -0.165, 0.093, 0.097, 0.014, 0.010, 0.091, 0.087],
  "largest_force_ev_per_a": 0.8,
  "spin_multiplicity": 1,
  "charge": -2,
  "total_energy_ha": -2192.415857
}

***

No. 2
{
  "formula": "C34H34CrN6OPS4",
  "method": "ωB97M-V with the def2-TZVPD basis set",
  "species": ["Cr", "O", "N", "C", "C", "C", "C", "C", "C", "C", "P", "C", "C", "C", "C", "C", "C", "C", "C", "C", "C", "C", "C", "H", "H", "H", "H", "H", "H", "H", "H", "H", "H", "H", "H", "H", "H", "H", "H", "S", "C", "S", "C", "N", "N", "C", "C", "C", "C", "C", "C", "S", "H", "H", "H", "H", "H", "S", "C", "N", "C", "C", "C", "N", "H", "H", "H", "H", "H", "H", "H", "H", "C", "C", "C", "N", "H", "H", "H", "H", "H"],
  "positions_angstrom": [[0.9576, 0.1760, 1.2540], [0.9736, 1.5192, 3.6047], [0.3349, 0.3450, 3.2086], [-0.2847, -0.3312, 4.0905], [-0.9944, -1.5841, 3.8680], [-1.5441, -2.1460, 5.0238], [-2.2574, -3.3319, 4.9704], [-2.4264, -3.9629, 3.7500], [-1.8854, -3.4101, 2.5958], [-1.1660, -2.2224, 2.6280], [-0.5718, -1.6140, 1.0081], [0.1153, -3.0855, 0.2094], [-0.6139, -3.8673, -0.6857], [-0.0321, -4.9886, -1.2605], [1.2688, -5.3421, -0.9369], [1.9921, -4.5794, -0.0287], [1.4197, -3.4541, 0.5393], [-2.1019, -1.1859, 0.1450], [-2.1125, -1.1092, -1.2483], [-3.2610, -0.7267, -1.9194], [-4.3976, -0.3775, -1.2002], [-4.3863, -0.4247, 0.1860], [-3.2446, -0.8341, 0.8613], [1.1120, 1.4971, 4.5608], [-0.2868, 0.0481, 5.1125], [-1.4080, -1.6446, 5.9747], [-2.6747, -3.7572, 5.8731], [-2.9808, -4.8904, 3.6879], [-2.0294, -3.9238, 1.6533], [-1.6325, -3.6139, -0.9419], [-0.5998, -5.5835, -1.9638], [1.7191, -6.2170, -1.3877], [3.0038, -4.8626, 0.2318], [1.9913, -2.8618, 1.2417], [-1.2325, -1.3855, -1.8166], [-3.2637, -0.7090, -3.0021], [-5.2971, -0.0778, -1.7228], [-5.2728, -0.1588, 0.7469], [-3.2605, -0.8823, 1.9431], [-0.5964, -1.7149, -5.1522], [0.1547, -0.8276, -4.0055], [1.3344, -1.4665, -2.8679], [1.3452, 0.0440, -2.0296], [0.6134, 0.9560, -2.5618], [-0.0238, 0.4902, -3.6794], [-0.8646, 1.4274, -4.3762], [-0.7184, 1.6119, -5.7403], [-1.5226, 2.5470, -6.3764], [-2.4489, 3.2855, -5.6562], [-2.5810, 3.0948, -4.2867], [-1.7888, 2.1588, -3.6400], [2.3069, 0.2885, -0.5758], [0.0037, 1.0318, -6.2952], [-1.4211, 2.6999, -7.4428], [-3.0728, 4.0097, -6.1633], [-3.3105, 3.6646, -3.7251], [-1.8977, 1.9741, -2.5778], [-0.6282, 1.6227, 0.5741], [0.3336, 3.0730, 0.2635], [0.6392, 3.3779, -0.9737], [1.3870, 4.5841, -1.3379], [1.1221, 5.6625, -0.3027], [1.4144, 5.1179, 1.0858], [0.6939, 3.8498, 1.2723], [0.5043, 2.6428, -1.6675], [1.0600, 4.8884, -2.3299], [2.4507, 4.3406, -1.3925], [0.0826, 5.9887, -0.3634], [1.7538, 6.5271, -0.4971], [1.0825, 5.8050, 1.8606], [2.4840, 4.9461, 1.2186], [0.3637, 3.5854, 2.1851], [5.8585, -0.0275, 3.3475], [5.0915, -1.2394, 2.8088], [3.7132, -0.9099, 2.4665], [2.6301, -0.6532, 2.1991], [6.8879, -0.3212, 3.5391], [5.4262, 0.3279, 4.2810], [5.8651, 0.7871, 2.6257], [5.0534, -2.0538, 3.5350], [5.5496, -1.6367, 1.9001]],
  "lowdin_spin": [1.079, 0.008, 0.002, 0.003, 0.000, 0.000, 0.000, 0.000, 0.000, 0.002, -0.010, -0.003, -0.001, 0.000, -0.001, 0.000, -0.001, -0.001, -0.001, 0.000, -0.002, 0.000, -0.002, 0.000, 0.000, 0.000, 0.000, 0.000, 0.000, 0.000, 0.000, 0.000, 0.000, 0.000, 0.000, 0.000, 0.000, 0.000, 0.000, 0.000, 0.000, 0.001, 0.003, -0.006, -0.002, 0.000, 0.000, 0.000, 0.000, 0.000, 0.000, -0.020, 0.000, 0.000, 0.000, 0.000, 0.000, -0.043, -0.006, -0.002, 0.000, 0.000, 0.000, -0.002, 0.000, 0.000, 0.000, 0.000, 0.000, 0.000, 0.000, 0.000, 0.000, 0.001, 0.005, -0.001, 0.000, 0.000, 0.000, 0.000, 0.000],
  "s2": 0.771,
  "largest_force_ev_per_a": 0.9,
  "spin_multiplicity": 2,
  "charge": 2,
  "total_energy_ha": -4697.873676
}

***

No. 3
{
  "formula": "C34H34FeNO3P2Te",
  "method": "ωB97M-V with the def2-TZVPD basis set",
  "species": ["Fe", "C", "O", "C", "C", "O", "C", "H", "H", "H", "H", "H", "H", "H", "H", "H", "H", "Te", "C", "C", "C", "N", "C", "C", "C", "P", "C", "C", "C", "C", "C", "C", "C", "C", "C", "C", "C", "C", "P", "C", "C", "C", "C", "C", "C", "C", "C", "C", "C", "C", "C", "H", "H", "H", "H", "H", "H", "H", "H", "H", "H", "H", "H", "H", "H", "H", "H", "H", "H", "H", "H", "H", "H", "H", "H", "O"],
  "positions_angstrom": [[1.5332, 0.5747, -1.6910], [3.9981, 0.4575, -3.3569], [3.8509, 0.8800, -2.0059], [4.1780, 2.2322, -1.7796], [3.1657, 3.1858, -2.3765], [1.8797, 2.8508, -1.8857], [0.8543, 3.6654, -2.4324], [5.0060, 0.7059, -3.7108], [3.2616, 0.9352, -4.0122], [3.8070, -0.6112, -3.3550], [5.1619, 2.4760, -2.2045], [4.2205, 2.3488, -0.6964], [3.1676, 3.1453, -3.4730], [3.4240, 4.2110, -2.0818], [1.0638, 4.7188, -2.2239], [-0.0732, 3.3561, -1.9602], [0.7762, 3.5128, -3.5134], [-0.3613, -2.5011, 0.2701], [-2.0438, -2.6434, 1.5663], [-2.3820, -1.6973, 2.5269], [-3.5153, -1.8884, 3.3004], [-4.3268, -2.9425, 3.2052], [-3.9936, -3.8498, 2.2879], [-2.8908, -3.7456, 1.4557], [-0.1552, -0.4156, 0.0689], [-0.9399, 0.3732, -1.2902], [-1.4581, -0.7026, -2.7260], [-2.8176, -0.8541, -3.0293], [-3.2570, -1.5676, -4.1367], [-2.3407, -2.1497, -4.9948], [-0.9911, -1.9662, -4.7386], [-0.5466, -1.2447, -3.6369], [-2.5422, 0.8817, -0.5252], [-3.3942, -0.0219, 0.1156], [-4.4908, 0.4170, 0.8371], [-4.7675, 1.7769, 0.9281], [-3.9348, 2.6871, 0.2988], [-2.8285, 2.2382, -0.4151], [1.1765, 0.3708, 0.8863], [0.5491, 0.4263, 2.6286], [-0.4086, 1.4018, 2.9110], [-1.0152, 1.4771, 4.1545], [-0.6752, 0.5668, 5.1486], [0.2675, -0.4137, 4.8800], [0.8764, -0.4818, 3.6326], [2.7690, -0.5122, 1.1900], [3.2937, -1.6173, 0.5259], [4.5571, -2.0955, 0.8572], [5.3327, -1.4760, 1.8250], [4.8399, -0.3447, 2.4610], [3.5771, 0.1265, 2.1392], [-1.7873, -0.8048, 2.6628], [-3.7881, -1.1450, 4.0439], [-4.6581, -4.7054, 2.2043], [-2.7075, -4.5134, 0.7125], [-3.5705, -0.4025, -2.4061], [-4.3219, -1.6636, -4.3147], [-2.6683, -2.7218, -5.8550], [-0.2527, -2.3896, -5.4106], [0.5332, -1.1335, -3.5087], [-3.1804, -1.0834, 0.0612], [-5.1208, -0.3050, 1.3429], [-5.6226, 2.1210, 1.4972], [-4.1358, 3.7496, 0.3708], [-2.1641, 2.9559, -0.8838], [-0.6969, 2.0900, 2.1227], [-1.7611, 2.2396, 4.3461], [-1.1509, 0.6154, 6.1208], [0.5236, -1.1430, 5.6396], [1.5951, -1.2656, 3.4289], [2.7632, -2.0330, -0.3311], [4.9463, -2.9584, 0.3286], [6.3176, -1.8584, 2.0671], [5.4342, 0.1694, 3.2077], [3.2030, 1.0102, 2.6464], [1.8335, -1.0813, -1.9427]],
  "lowdin_spin": [3.335, 0.009, 0.038, 0.002, 0.002, 0.027, 0.003, 0.001, 0.003, 0.002, 0.001, 0.000, 0.000, 0.000, 0.000, 0.002, 0.000, 0.003, 0.006, 0.001, 0.000, 0.000, 0.000, 0.000, 0.056, 0.034, -0.003, 0.001, 0.000, 0.002, 0.000, 0.001, 0.015, 0.003, 0.001, 0.000, 0.000, 0.002, 0.014, 0.005, 0.002, 0.000, 0.002, 0.000, 0.003, 0.000, 0.004, 0.000, 0.001, 0.000, 0.000, 0.000, 0.000, 0.000, 0.000, 0.000, 0.000, 0.000, 0.000, 0.002, 0.000, 0.000, 0.000, 0.000, 0.001, 0.000, 0.000, 0.000, 0.000, 0.000, 0.002, 0.000, 0.000, 0.000, 0.000, 0.415],
  "s2": 6.031,
  "largest_force_ev_per_a": 1.4,
  "spin_multiplicity": 5,
  "charge": -1,
  "total_energy_ha": -3810.821756
}